No. 1
99
Properties=species:S:1:pos:R:3:forces:R:3:lowdin_charge:R:1 method="wB97M-V/def2-TZVPD" lumo_ev=-0.07 orbital_gap_ev=9.77 smiles="O=S1(=O)OCCO1.O=S1(=O)OCCO1.O=S1(=O)OCCO1.O=S1(=O)OCCO1.C1CCOC1.C1CCOC1.C1CCOC1.NC(N)=O.NC(N)=O" energy_ha=-4258.75820 fmax_ev_per_a=3.07
O -3.346 -3.621 4.962 0.1614 0.5037 0.0138 -0.2174
S -3.624 -2.233 5.088 0.6282 -0.2132 0.1010 0.6274
O -4.730 -1.841 5.907 0.6038 0.3954 -0.7342 -0.2200
O -2.298 -1.412 5.496 -0.2738 -0.9338 -0.2790 -0.1957
C -2.109 -0.225 4.687 -0.3105 0.2454 1.0284 -0.1279
C -3.238 -0.274 3.639 -0.5493 1.7787 2.4373 -0.1778
O -3.676 -1.619 3.599 0.0726 -0.6186 -0.7668 -0.2051
H -2.250 0.556 5.438 -0.1497 0.4663 -0.5774 0.1340
H -1.083 -0.114 4.338 -0.0417 -0.7245 -0.1304 0.1021
H -2.983 0.313 2.762 -0.0917 -1.1248 -0.7380 0.1096
H -4.077 0.259 4.104 0.0517 0.3197 -0.2979 0.1270
O 0.601 3.063 -3.210 0.6096 0.1527 -0.7101 -0.2082
S 1.953 3.051 -3.657 2.1744 0.9813 0.4710 0.6702
O 2.485 1.951 -4.425 -0.7266 1.0650 0.5882 -0.2368
O 2.440 4.475 -4.326 -1.9564 -0.6562 -0.4460 -0.1803
C 3.815 4.613 -4.081 1.3372 -0.0510 0.1656 -0.1954
C 4.002 4.180 -2.625 1.0982 -1.0147 -0.8012 -0.1509
O 2.901 3.318 -2.385 -1.0735 -0.7709 0.7879 -0.2038
H 4.366 3.975 -4.777 -0.0007 -0.0695 0.1477 0.1284
H 4.200 5.624 -4.200 -0.7237 0.1746 -0.2900 0.1379
H 4.121 4.991 -1.910 -0.8029 -0.0244 0.1233 0.1348
H 4.895 3.556 -2.544 0.0714 0.1634 0.0417 0.1326
O -6.301 -5.059 1.366 0.7388 0.3107 -0.1346 -0.2045
S -4.991 -4.518 1.249 -0.1122 1.7034 -1.6176 0.6863
O -3.951 -4.866 2.157 -0.3014 0.1641 -0.6595 -0.2040
O -4.507 -4.632 -0.326 -0.4868 -1.2327 0.4376 -0.2009
C -3.723 -3.534 -0.745 1.1842 0.7751 2.0077 -0.1541
C -3.904 -2.481 0.398 -0.0176 0.7136 -0.2713 -0.2103
O -5.083 -2.883 1.049 -0.9220 -1.1941 1.3435 -0.2009
H -2.671 -3.822 -0.712 -0.0184 -0.1016 -0.5965 0.1253
H -4.020 -3.096 -1.693 -0.2981 -0.5440 -0.1528 0.1202
H -4.068 -1.478 0.001 -0.1567 -0.1132 -0.0831 0.1020
H -3.128 -2.380 1.159 0.3587 -0.5077 -0.3427 0.1030
O 7.141 0.579 1.633 -1.0692 0.2032 0.0058 -0.2174
S 5.752 0.916 1.595 -0.5866 -0.1522 -0.2395 0.6482
O 5.263 2.074 2.297 0.4051 -1.1443 -0.7566 -0.2301
O 5.273 0.887 0.061 1.0537 0.2994 -0.2269 -0.2089
C 3.970 0.296 -0.088 -0.8339 1.1873 1.1650 -0.1479
C 4.064 -0.852 0.934 0.1980 -0.3636 -2.2120 -0.1675
O 4.825 -0.355 2.008 0.4034 0.5461 0.8004 -0.2082
H 3.286 1.124 0.117 -0.4214 -0.4917 0.5212 0.1165
H 3.729 0.033 -1.116 0.7506 -0.4353 -0.0388 0.1286
H 4.643 -1.604 0.387 0.2204 -0.2006 0.3617 0.1315
H 3.148 -1.360 1.220 -0.1834 0.6018 0.5173 0.1269
C 2.431 -1.538 -6.047 0.9385 -0.0937 0.5535 -0.1525
C 1.959 -1.287 -4.614 0.0729 0.6070 0.7636 -0.1702
C 0.560 -0.733 -4.810 -1.2302 0.0406 0.2862 -0.2267
O 0.103 -1.385 -5.995 -0.5488 0.2051 -0.4109 -0.1287
C 1.179 -1.324 -6.912 1.3468 0.6449 0.0185 -0.1964
H 2.906 -2.518 -6.077 -0.3265 -0.1187 -0.4241 0.1075
H 3.239 -0.822 -6.208 -0.1968 0.0241 -0.6387 0.1075
H 2.601 -0.552 -4.127 -0.0387 -0.0283 0.0509 0.0828
H 2.006 -2.196 -4.015 -0.4012 -0.0155 -0.0190 0.1120
H 0.455 0.360 -4.859 0.9883 0.1526 -0.8631 0.1016
H -0.219 -0.845 -4.045 0.4572 -1.2325 0.1648 0.0917
H 1.293 -0.331 -7.365 -0.4394 0.2025 0.1778 0.1178
H 1.122 -1.989 -7.770 -0.5822 -0.4927 0.4119 0.1195
C 3.136 0.997 5.926 -0.7504 -0.3650 0.0102 -0.1509
C 3.539 -0.200 5.099 1.0585 -0.1985 -0.2224 -0.1879
C 2.254 -0.490 4.297 1.2079 0.3453 1.2884 -0.1865
O 1.179 0.010 5.108 0.4962 -0.5614 -0.0257 -0.1670
C 1.760 0.467 6.340 -1.0171 1.4057 -0.0950 -0.1965
H 2.959 1.849 5.265 0.1232 0.1222 0.1397 0.1214
H 3.799 1.290 6.736 0.0128 -0.1787 0.0503 0.1163
H 3.857 -1.010 5.763 -0.4443 -0.1548 0.0039 0.1169
H 4.400 -0.071 4.441 -0.1704 0.3142 -0.0705 0.0926
H 2.225 -1.575 4.192 -0.6034 0.1215 -0.7530 0.1236
H 2.346 0.148 3.415 -0.4508 -0.6240 -0.4827 0.1075
H 1.742 -0.311 7.108 0.3527 -0.1268 -0.1069 0.1225
H 1.081 1.265 6.658 0.1599 -0.0678 0.2507 0.1206
C -0.807 -0.648 0.639 0.8483 0.4370 -0.1298 -0.1442
C -0.034 -1.086 -0.604 -0.7785 0.7867 -1.4005 -0.1396
C 0.450 0.250 -1.204 -1.0727 0.2595 1.0515 -0.1868
O 0.810 1.009 -0.039 0.8524 -0.3366 -0.5424 -0.1563
C -0.190 0.748 0.942 0.2558 -0.7955 0.4192 -0.1655
H -0.632 -1.369 1.436 -0.3296 0.1480 0.2266 0.1135
H -1.865 -0.525 0.421 -0.0358 -0.2233 0.0352 0.0813
H -0.737 -1.546 -1.304 0.3040 -0.3829 -0.0741 0.1035
H 0.828 -1.730 -0.444 -0.0974 -0.1253 0.2462 0.1091
H -0.356 0.872 -1.616 -0.2562 -0.5961 -0.4127 0.0947
H 1.206 0.132 -1.979 0.5163 0.2937 0.4138 0.1055
H -0.957 1.523 0.932 0.0818 0.1068 0.0972 0.1056
H 0.346 0.686 1.890 -0.2046 0.4779 0.1705 0.1085
N -4.345 -0.304 -3.686 0.1630 0.1752 0.3354 0.1653
C -3.392 0.358 -2.963 0.0695 -0.2918 -0.5761 -0.6146
N -2.232 0.584 -3.668 -1.2125 0.0822 1.1656 0.1819
O -3.583 0.686 -1.793 0.3734 -0.1973 -0.1353 -0.0065
H -4.191 -0.545 -4.644 -0.1207 -0.1791 -0.1194 0.0986
H -5.173 -0.617 -3.213 -0.0694 0.1330 -0.0711 0.1086
H -1.459 0.966 -3.153 0.1305 0.1586 -0.3843 0.0687
H -2.185 0.280 -4.617 0.5025 0.0376 -0.2331 0.0966
N -4.754 1.306 1.068 0.0431 -0.2008 -0.0859 0.1608
C -4.111 2.490 1.241 0.9295 1.1365 0.3797 -0.6790
N -3.268 2.823 0.193 -0.8505 -1.1514 0.5590 0.1558
O -4.224 3.156 2.266 -0.0773 -0.2155 -0.5246 0.0080
H -5.457 1.080 1.745 -0.0309 -0.2112 -0.0739 0.1114
H -4.576 0.752 0.249 -0.3635 -0.0514 -0.0616 0.0558
H -3.312 2.173 -0.583 0.4026 0.6115 -0.3446 0.0412
H -2.821 3.715 0.155 -0.0008 0.1187 0.0479 0.1007

=====

No. 2
78
Properties=species:S:1:pos:R:3:forces:R:3:lowdin_charge:R:1 method="wB97M-V/def2-TZVPD" lumo_ev=0.70 orbital_gap_ev=9.81 smiles="CC(C)=O.CC(C)=O.CC(C)=O.CC(C)=O.CC(C)=O.CC(C)=O.CC(C)=O.C[SiH3]" energy_ha=-1683.18794 fmax_ev_per_a=0.42
C 1.732 0.024 0.533 0.0142 0.0264 0.0305 -0.0283
C 1.681 1.341 -0.190 -0.1688 -0.1628 -0.2080 -0.5075
C 1.346 1.263 -1.667 0.0616 -0.0272 0.0777 -0.0252
O 1.872 2.402 0.357 0.0929 0.0618 0.0649 0.0473
H 1.961 0.178 1.584 0.0235 -0.0067 0.0126 0.0871
H 0.764 -0.474 0.457 0.0051 0.0279 0.0236 0.0670
H 2.467 -0.633 0.063 0.0243 0.0103 -0.0095 0.0537
H 0.378 0.777 -1.804 -0.0294 0.0258 0.0272 0.0820
H 2.079 0.638 -2.181 0.0301 0.0204 0.0059 0.0820
H 1.327 2.261 -2.097 0.0016 0.0200 -0.0263 0.0656
C 5.722 -1.305 0.084 -0.0157 -0.0766 -0.0428 -0.0145
C 4.974 -2.405 -0.637 0.2601 -0.1162 0.1584 -0.4848
C 5.716 -3.701 -0.842 0.0084 0.0459 0.0036 -0.0262
O 3.836 -2.255 -1.018 -0.0609 0.1740 -0.1331 0.0452
H 5.099 -0.422 0.184 -0.0169 0.0289 0.0030 0.0743
H 6.035 -1.653 1.070 -0.0345 -0.0178 0.0147 0.0884
H 6.635 -1.057 -0.461 -0.0137 0.0087 -0.0316 0.0853
H 6.020 -4.111 0.123 -0.0402 0.0061 0.0073 0.0876
H 6.629 -3.518 -1.413 0.0006 0.0108 -0.0405 0.0846
H 5.082 -4.424 -1.347 0.0208 0.0120 0.0032 0.0774
C 1.746 -5.417 2.267 0.0767 0.0471 -0.0764 -0.0263
C 2.417 -5.086 0.953 -0.1974 0.0930 0.0829 -0.4862
C 1.656 -4.176 0.021 0.0033 -0.0274 -0.0428 -0.0222
O 3.509 -5.522 0.669 0.0709 -0.0404 -0.0093 0.0617
H 2.373 -6.064 2.872 -0.0045 -0.0301 0.0233 0.0689
H 1.527 -4.498 2.816 0.0005 0.0213 -0.0196 0.0894
H 0.786 -5.903 2.082 -0.0073 0.0114 -0.0065 0.0801
H 1.465 -3.221 0.517 -0.0010 -0.0020 0.0061 0.0794
H 0.681 -4.606 -0.218 -0.0045 -0.0433 0.0356 0.0862
H 2.228 -3.995 -0.885 -0.0561 -0.0218 0.0505 0.0646
C 0.293 -9.799 5.249 0.0311 0.0505 -0.0619 -0.0258
C 0.948 -8.810 4.308 -0.1669 -0.2442 -0.0958 -0.4991
C 0.748 -9.068 2.830 0.0559 0.0147 0.0647 -0.0203
O 1.590 -7.874 4.712 0.0685 0.0974 0.0519 0.0716
H 0.499 -9.521 6.279 -0.0036 -0.0052 0.0324 0.0801
H -0.784 -9.825 5.076 -0.0090 0.0401 0.0032 0.0834
H 0.664 -10.806 5.052 0.0411 0.0053 0.0034 0.0837
H -0.317 -9.067 2.590 -0.0125 0.0145 0.0049 0.0868
H 1.132 -10.055 2.567 0.0030 -0.0169 0.0198 0.0861
H 1.264 -8.311 2.247 0.0025 0.0042 -0.0214 0.0632
C -2.633 -0.695 3.896 0.0295 0.0224 -0.0730 -0.0234
C -1.876 -0.301 2.648 -0.2062 0.1807 0.0563 -0.4934
C -2.515 0.766 1.787 0.0218 -0.0585 0.0533 -0.0163
O -0.817 -0.803 2.358 0.0145 -0.1186 -0.0121 0.0620
H -2.085 -1.460 4.437 0.0030 -0.0203 0.0245 0.0797
H -2.784 0.179 4.532 0.0367 0.0156 0.0048 0.0855
H -3.627 -1.060 3.631 0.0079 -0.0267 -0.0246 0.0844
H -2.663 1.678 2.368 0.0353 0.0087 0.0144 0.0875
H -3.505 0.445 1.460 0.0051 -0.0325 -0.0149 0.0866
H -1.886 0.978 0.927 0.0118 0.0200 -0.0284 0.0726
C 1.423 5.593 -4.778 -0.0454 0.0694 -0.0333 -0.0188
C 0.527 6.782 -5.051 0.1984 -0.1171 -0.1283 -0.4969
C 0.724 7.478 -6.380 -0.0022 -0.0470 0.0740 -0.0245
O -0.297 7.153 -4.251 -0.0797 0.0594 0.0286 0.0634
H 1.199 5.176 -3.800 0.0040 -0.0212 0.0232 0.0749
H 1.286 4.834 -5.551 -0.0391 -0.0062 0.0032 0.0853
H 2.471 5.894 -4.821 0.0016 0.0310 0.0242 0.0856
H 0.568 6.773 -7.198 -0.0365 -0.0144 0.0085 0.0841
H 1.752 7.833 -6.468 0.0045 0.0219 0.0341 0.0842
H 0.034 8.311 -6.468 -0.0124 0.0250 -0.0168 0.0802
C -7.761 6.120 -0.354 0.0613 -0.0618 0.0161 -0.0260
C -6.839 4.965 -0.024 0.0581 0.1949 -0.1835 -0.5025
C -5.531 4.921 -0.783 -0.1134 -0.0614 0.1049 -0.0466
O -7.131 4.130 0.796 -0.0153 -0.0635 0.0520 0.0716
H -8.665 6.056 0.244 -0.0294 0.0123 0.0082 0.0794
H -7.254 7.069 -0.166 0.0126 -0.0040 0.0394 0.0840
H -8.012 6.108 -1.416 -0.0141 -0.0385 -0.0054 0.0832
H -4.960 5.834 -0.603 -0.0114 0.0111 -0.0022 0.0836
H -5.723 4.863 -1.856 -0.0153 0.0120 0.0035 0.0849
H -4.949 4.061 -0.462 0.0262 -0.0082 -0.0145 0.0707
C -2.178 4.901 -2.334 -0.1824 -0.0658 0.0580 -0.2980
Si -1.460 4.839 -0.619 0.2400 0.1406 0.3092 0.5871
H -1.763 5.767 -2.827 0.0682 0.2571 -0.3011 -0.0099
H -3.262 4.973 -2.349 -0.0577 0.0196 -0.0061 -0.0091
H -1.885 4.020 -2.895 -0.0004 -0.1711 -0.1319 0.0178
H -0.726 6.100 -0.343 -0.0759 -0.0666 0.0453 -0.0789
H -2.491 4.686 0.447 0.0825 -0.0719 -0.1216 -0.0900
H -0.483 3.734 -0.539 -0.0402 -0.0661 0.1260 -0.0902